Record 1
Entry from OMol25: 2 unconnected molecules or ions with the total composition C12H26ClNO3 (ωB97M-V/def2-TZVPD).

highest occupied orbital energy = -9.062 eV
LUMO level = -0.089 eV
structure (SMILES) = CNC[C@H](CCC(C)C)OC(=O)Cl.CC(C)O
frontier orbital gap = 8.97 eV
spin multiplicity = 1

Each line ends with the Löwdin charge.
Cartesian coordinates (Å):
H (1.652, -3.742, 2.108)  0.07
O (2.691, -4.826, -0.085)  -0.06
H (3.098, -2.820, 2.580)  0.08
H (0.509, -1.521, 1.222)  0.09
H (-1.592, 4.114, -2.306)  0.16
H (0.633, 2.448, 0.773)  0.12
C (-1.427, 0.535, 1.283)  -0.11
O (-1.054, 3.971, 1.989)  -0.07
H (-0.932, 0.991, 2.263)  0.10
H (-0.150, 1.943, -2.425)  0.13
H (5.009, -3.625, -0.582)  0.08
C (-3.771, 0.094, -1.682)  -0.14
C (-0.151, 2.667, -1.475)  -0.15
H (-0.533, -0.183, -0.812)  0.13
H (-3.440, -1.051, -1.618)  0.10
H (1.479, 0.111, 1.733)  0.09
H (3.124, -4.599, 2.546)  0.08
H (2.760, -2.794, 0.090)  0.11
Cl (-3.707, 3.494, 1.816)  0.60
C (-2.913, 2.450, -1.631)  -0.17
H (-1.831, -0.530, 1.596)  0.09
O (-1.749, 4.386, -0.264)  -0.06
H (-3.687, 2.418, -0.760)  0.08
C (0.474, 1.866, -0.228)  -0.19
C (2.744, -3.704, 2.040)  -0.07
H (3.066, -5.611, 0.349)  0.09
C (-1.589, 3.416, -1.324)  -0.26
C (-0.235, 0.428, 0.166)  -0.38
H (-2.306, 0.887, -2.977)  0.11
C (3.188, -3.672, 0.586)  -0.51
H (-4.294, 0.332, -0.660)  0.09
H (1.580, 1.550, -0.563)  0.12
C (-2.051, 3.948, 1.059)  -0.58
H (-2.327, 1.165, 0.880)  0.03
H (-4.543, 0.206, -2.581)  0.09
C (0.983, -0.488, 0.857)  -0.13
H (5.117, -2.750, 0.963)  0.08
H (1.784, -0.737, 0.010)  0.08
H (5.153, -4.528, 0.920)  0.08
C (4.704, -3.636, 0.470)  -0.07
H (0.632, 3.519, -1.775)  0.13
H (-3.526, 2.858, -2.573)  0.13
N (-2.572, 1.020, -1.977)  -0.17


Record 2
Entry from OMol25: 3 unconnected molecules or ions with the total composition C26H34BrF9N3O4 (ωB97M-V/def2-TZVPD).

highest occupied orbital energy = -10.967 eV
LUMO level = -4.764 eV
frontier orbital gap = 6.20 eV
net charge = +1
spin multiplicity = 1

Each line ends with the Löwdin charge.
Cartesian coordinates (Å):
C (-1.247, 0.644, -3.764)  -0.05
F (-2.948, -1.358, -3.984)  0.15
C (-5.162, -2.356, 4.905)  -0.20
H (0.551, 0.841, 4.202)  0.12
F (-1.039, -2.191, -2.350)  0.15
H (3.976, 2.942, 3.770)  0.12
C (2.147, 1.941, -3.711)  -0.06
H (-1.829, 0.898, -4.642)  0.15
H (-6.914, -0.557, 3.317)  0.12
H (5.985, -2.861, -1.125)  0.12
C (3.174, 2.595, 4.424)  -0.20
H (3.125, 1.932, -3.241)  0.12
C (-2.295, -2.053, -1.877)  -0.34
H (1.811, -0.695, -5.292)  0.13
Br (1.052, 4.306, -1.803)  0.85
N (3.028, 0.325, 0.633)  0.24
H (4.528, -4.820, -1.132)  0.12
F (-3.302, -1.140, 0.098)  0.20
H (0.880, 2.438, 5.955)  0.12
H (3.943, 0.012, 0.908)  0.13
F (-3.239, 1.366, -2.850)  0.14
F (-2.946, -3.184, -2.148)  0.19
O (1.358, 0.157, -5.313)  0.08
O (-5.877, -1.122, 4.999)  -0.14
H (1.032, -0.630, -3.013)  0.12
H (-5.722, -3.138, 5.416)  0.12
H (-5.851, -3.151, 3.021)  0.12
C (-0.363, 1.855, -3.434)  -0.10
H (-0.029, 3.444, 4.824)  0.12
N (2.383, 2.141, -0.740)  0.05
F (-4.275, -0.834, -2.393)  0.19
C (2.672, 0.761, -0.589)  -0.28
C (-4.976, -2.635, 3.420)  -0.17
C (0.997, 1.560, -2.749)  -0.43
C (2.239, -2.453, -1.483)  -0.01
O (2.451, 1.539, 3.771)  -0.17
F (-2.369, -3.087, 0.229)  0.19
H (-3.896, -0.814, 2.996)  0.11
C (1.042, 1.771, 3.913)  -0.21
C (-2.296, -1.881, -0.329)  -0.54
H (-0.948, 2.559, -2.852)  0.10
H (1.167, -2.372, -1.587)  0.10
C (1.123, 2.400, -1.463)  -0.64
C (-2.275, 0.437, -2.662)  -0.42
O (3.254, 1.328, -5.708)  0.14
C (-5.900, -0.480, 3.723)  -0.20
H (0.481, -0.044, -1.441)  0.12
F (-1.141, -1.338, 0.091)  0.15
H (2.442, 4.286, 5.599)  0.12
C (2.307, 1.113, -4.979)  -0.43
H (2.334, 0.401, 1.366)  0.13
H (2.038, 4.346, 3.881)  0.11
C (4.118, -3.831, -1.217)  -0.06
C (0.886, 2.869, 4.952)  -0.16
C (3.032, -1.350, -1.487)  -0.22
H (-0.164, 2.368, -4.367)  0.13
H (-0.717, -0.263, -4.015)  0.11
C (1.178, 0.127, -2.260)  -0.04
H (3.172, 2.537, -1.250)  0.13
H (0.645, 2.089, 2.940)  0.11
C (4.918, -2.730, -1.208)  -0.05
C (2.784, -3.678, -1.342)  -0.06
H (-5.139, -1.164, 1.789)  0.10
H (-5.655, 0.576, 3.844)  0.12
H (2.164, -4.556, -1.353)  0.13
H (-4.097, -3.244, 3.210)  0.11
C (2.159, 3.682, 4.740)  -0.16
H (5.015, -0.636, -1.366)  0.13
H (3.620, 2.189, 5.336)  0.12
C (-4.900, -1.223, 2.848)  -0.19
N (2.560, -0.003, -1.665)  0.09
H (2.001, 2.960, -4.053)  0.11
C (4.370, -1.504, -1.348)  -0.04
H (0.306, 2.118, -0.807)  0.11
H (-4.197, -2.233, 5.409)  0.12
F (-1.746, 0.692, -1.435)  0.11
C (-2.992, -0.938, -2.698)  -0.37


Values for F_max, Eh/bohr, ordered as above
0.1825, 0.0471
Values for E_tot, eV, ordered as above
-33014.738, -134666.021